Molecular formula: C7H10NO2S
Method: DFT, ωB97M-V with the def2-TZVPD basis set

Calculated values
E_tot   -875.83735 Ha
Charge   +1
Lowest unoccupied orbital energy   -4.838 eV
ΔE to the lowest compared entry with this formula, charge and spin   0.527 eV

Each line ends with the Mulliken charge.
Positions of all 21 atoms, in Å:
S 1.58 0.35 2.34  -0.1352
O -0.22 -2.49 0.98  -0.3040
O 0.97 0.67 -2.24  -0.5444
N -0.16 -0.27 -0.54  -0.1000
C -1.26 0.37 -0.48  1.0808
C 2.15 -0.38 -0.51  -0.7581
C 1.72 -0.95 0.97  -0.0253
C -1.34 1.67 -1.24  -1.1564
C 0.48 -1.60 0.69  0.3229
C -2.25 -0.11 0.52  -1.2144
C 0.98 0.07 -1.23  0.4060
H 1.05 -0.34 3.35  0.2109
H -0.44 1.84 -1.85  0.3449
H 2.65 -1.22 -1.04  0.3284
H 2.62 -1.58 1.15  0.3904
H -3.24 -0.22 0.05  0.3785
H -1.60 2.51 -0.65  0.3722
H -2.13 1.57 -1.97  0.3605
H -1.93 -1.01 0.93  0.2538
H 2.82 0.41 -0.50  0.4701
H -2.48 0.73 1.27  0.3185



Molecular formula: C7H10NO3
Method: DFT, ωB97M-V with the def2-TZVPD basis set

Calculated values
E_tot   -553.14746 Ha
Charge   -1
Lowest unoccupied orbital energy   3.090 eV
ΔE to the lowest compared entry with this formula, charge and spin   3.136 eV

Each line ends with the Mulliken charge.
Positions of all 21 atoms, in Å:
O -3.33 0.42 -1.50  -0.6518
O 1.91 -0.22 -2.13  -0.3620
O 2.51 -2.44 -1.77  -0.3675
N -1.03 0.40 -1.24  0.4052
C 0.66 1.39 0.78  -2.0048
C -1.31 -0.24 1.09  -0.7626
C -0.78 -0.66 -0.26  -1.2927
C -2.17 0.74 -1.80  -0.3242
C 2.21 -1.32 -1.97  0.6518
C 0.95 -0.89 1.65  -1.7955
C 0.15 -0.03 0.79  1.8772
H 1.90 -1.27 1.25  0.2508
H -2.11 0.53 0.99  0.3050
H 0.42 1.88 -0.17  0.3948
H 1.70 1.35 0.91  0.4753
H -1.49 -1.18 1.74  0.1495
H 0.46 -1.86 1.76  0.4792
H -0.16 0.47 -1.64  0.3499
H 0.28 1.88 1.60  0.4353
H -2.06 1.38 -2.60  0.4288
H 1.29 -0.33 2.53  0.3584



Molecular formula: C7H10NO4
Method: DFT, ωB97M-V with the def2-TZVPD basis set

Calculated values
E_tot   -628.42306 Ha
Charge   -1
Lowest unoccupied orbital energy (alpha / beta)   3.464 / 3.362 eV
ΔE to the lowest compared entry with this formula, charge and spin   2.191 eV

Each line ends with the Mulliken charge.
Positions of all 22 atoms, in Å:
O -2.63 0.75 0.32  -0.7550
O -0.52 -1.73 -2.32  -0.8035
O 1.03 -0.13 -2.42  -0.7042
O -0.25 1.53 -0.71  -0.4667
N -2.64 -1.10 -1.17  -0.4077
C 0.80 -0.79 1.86  -1.2373
C 0.02 -0.67 -2.03  0.6762
C 0.64 1.10 0.23  0.4213
C -0.75 0.24 -1.02  -0.0694
C -2.05 0.02 -0.52  0.4380
C 0.16 0.64 1.50  -0.1272
C 2.09 1.18 -0.17  -1.2667
H -1.00 0.59 1.35  0.3109
H 2.22 2.11 -0.69  0.3905
H 2.67 1.14 0.73  0.4233
H 2.37 0.42 -0.92  0.2901
H -2.02 -1.65 -1.66  0.3143
H -3.51 -1.43 -0.68  0.2184
H 1.84 -0.87 1.58  0.3182
H 0.41 -1.70 1.43  0.2915
H 0.45 1.27 2.37  0.3391
H 0.68 -0.92 2.92  0.4058



Repeat the third record exactly.
Molecular formula: C7H10NO4
Method: DFT, ωB97M-V with the def2-TZVPD basis set

Calculated values
E_tot   -628.42306 Ha
Charge   -1
Lowest unoccupied orbital energy (alpha / beta)   3.464 / 3.362 eV
ΔE to the lowest compared entry with this formula, charge and spin   2.191 eV

Each line ends with the Mulliken charge.
Positions of all 22 atoms, in Å:
O -2.63 0.75 0.32  -0.7550
O -0.52 -1.73 -2.32  -0.8035
O 1.03 -0.13 -2.42  -0.7042
O -0.25 1.53 -0.71  -0.4667
N -2.64 -1.10 -1.17  -0.4077
C 0.80 -0.79 1.86  -1.2373
C 0.02 -0.67 -2.03  0.6762
C 0.64 1.10 0.23  0.4213
C -0.75 0.24 -1.02  -0.0694
C -2.05 0.02 -0.52  0.4380
C 0.16 0.64 1.50  -0.1272
C 2.09 1.18 -0.17  -1.2667
H -1.00 0.59 1.35  0.3109
H 2.22 2.11 -0.69  0.3905
H 2.67 1.14 0.73  0.4233
H 2.37 0.42 -0.92  0.2901
H -2.02 -1.65 -1.66  0.3143
H -3.51 -1.43 -0.68  0.2184
H 1.84 -0.87 1.58  0.3182
H 0.41 -1.70 1.43  0.2915
H 0.45 1.27 2.37  0.3391
H 0.68 -0.92 2.92  0.4058



Number 2 is which compound?
C7H10NO3